# 1
# C9H15IO

One molecule with the formula C9H15IO at a distorted geometry (the ωB97M-V functional and the def2-TZVPD basis, the Open Molecules 2025 dataset).

Properties
Net charge: 0
HOMO-LUMO gap (spin up / spin down) (Ha): 0.2627 / 0.2301
ΔE to the lowest compared entry with this formula, charge and spin (eV): 3.866

CARTESIAN COORDINATES (ANGSTROEM)
C1 3.17 0.83 0.30
C2 2.45 1.98 -0.07
C3 -2.31 -1.95 -0.12
C4 -1.58 -1.59 1.14
C5 -1.38 -1.95 -1.33
C6 -0.97 -0.18 0.98
C7 -0.78 -0.50 -1.46
C8 -0.02 -0.18 -0.20
C9 1.56 2.68 0.68
O1 0.97 3.83 0.42
I1 1.79 -1.15 0.04
H1 4.06 0.81 -0.19
H2 3.15 0.76 1.42
H3 2.51 2.24 -1.11
H4 -2.65 -2.94 -0.13
H5 -3.11 -1.21 -0.28
H6 -2.31 -1.49 1.96
H7 -0.64 -2.11 1.52
H8 -0.44 -2.44 -1.23
H9 -2.00 -2.02 -2.19
H10 -1.83 0.45 0.81
H11 -0.27 0.21 1.76
H12 -0.02 -0.44 -2.25
H13 -1.59 0.13 -1.61
H14 1.34 2.34 1.74
H15 0.89 3.89 -0.59

# 2
# C3H9InN5O12

C3H9InN5O12 as an isolated structure at a distorted geometry (the ωB97M-V functional and the def2-TZVPD basis, the Open Molecules 2025 dataset).

Properties
Net charge: +1
HOMO-LUMO gap (Ha): 0.0804

CARTESIAN COORDINATES (ANGSTROEM)
In1 2.22 -0.38 -4.59
N1 -0.09 -0.19 -1.32
O1 -0.33 0.68 -0.42
O2 0.38 0.19 -2.38
O3 -0.14 -1.40 -1.07
N2 3.51 -2.48 -1.28
O4 4.44 -3.24 -1.39
O5 3.54 -1.54 -2.07
O6 2.52 -2.67 -0.56
C1 -0.81 3.65 -1.71
N3 -0.32 3.33 -3.06
O7 0.88 3.37 -3.19
O8 -1.11 3.01 -3.98
H1 -0.04 3.48 -0.96
H2 -1.67 3.03 -1.43
H3 -1.35 4.59 -1.56
C2 -2.45 -0.77 1.74
N4 -3.92 -1.03 1.67
O9 -4.59 -0.62 2.62
O10 -4.36 -1.64 0.74
H4 -2.21 -0.82 2.80
H5 -2.35 0.30 1.55
H6 -1.91 -1.46 1.10
C3 1.06 -0.92 2.19
N5 2.05 -1.26 3.30
O11 2.14 -2.41 3.69
O12 2.63 -0.32 3.80
H7 1.45 -0.22 1.45
H8 0.17 -0.47 2.65
H9 0.66 -1.80 1.68

# 3
# C5H12N2O

A 2-piece molecular cluster, C5H12N2O overall at a distorted geometry (the ωB97M-V functional and the def2-TZVPD basis, the Open Molecules 2025 dataset).

Properties
Net charge: 0
HOMO-LUMO gap (Ha): 0.3429
ΔE to the lowest compared entry with this formula, charge and spin (eV): 5.538
SMILES: C=[N+](C)[O-].C/C=N/C

CARTESIAN COORDINATES (ANGSTROEM)
C1 0.50 0.25 1.48
N1 1.68 0.07 0.94
C2 2.41 1.23 0.22
O1 2.26 -1.00 0.91
H1 0.34 1.36 1.56
H2 0.09 -0.61 1.92
H3 1.92 2.19 0.62
H4 3.46 1.16 0.66
H5 2.24 1.03 -0.83
C3 -2.30 0.18 0.24
C4 -1.17 -0.15 -0.61
N2 -0.95 -1.38 -0.85
C5 0.10 -1.78 -1.71
H6 -3.20 0.64 -0.25
H7 -2.02 0.93 0.90
H8 -2.84 -0.63 0.80
H9 -0.69 0.65 -1.18
H10 0.55 -0.91 -2.09
H11 0.69 -2.28 -1.00
H12 -0.39 -2.46 -2.38

What are the molar mass values for these records? In order: 266.12 421.95 116.16 Da.
What are the electronic energy values for these records? In order: -724.64668 -1485.41266 -382.29903 a.u..